Record 1
Computed, not measured: C32H46BBrN7O2S5SiV as an isolated structure, with wB97M-V/def2-TZVPD.

Structure (XYZ):
```
96
Properties=species:S:1:pos:R:3:lowdin_charge:R:1
V 0.06 1.17 -0.66 0.428
B 0.04 4.15 1.66 -0.425
N -0.90 3.98 0.45 -0.027
C -1.84 4.86 0.06 -0.077
C -2.47 4.36 -1.06 -0.018
C -1.85 3.15 -1.30 -0.159
N -0.90 2.94 -0.37 -0.010
N 0.99 2.95 1.80 -0.043
C 1.92 2.79 2.75 -0.079
C 2.56 1.59 2.54 -0.065
C 1.95 1.05 1.42 -0.301
N 1.00 1.90 0.99 -0.128
H -0.61 4.25 2.65 0.060
H 0.69 5.14 1.51 0.062
H -2.06 5.81 0.55 0.123
H -3.27 4.81 -1.62 0.101
H -2.08 2.46 -2.10 -0.035
H 2.13 3.50 3.54 0.124
H 3.36 1.16 3.12 0.094
H 2.19 0.11 0.95 -0.004
O -1.68 0.33 -0.73 -0.199
C -2.63 0.37 -1.45 -0.419
C -3.76 -0.41 -1.19 0.008
C -4.86 -0.36 -2.04 -0.096
C -4.84 0.47 -3.15 -0.126
C -3.72 1.25 -3.43 -0.021
C -2.58 1.23 -2.59 -0.055
C -1.43 2.11 -2.99 -0.474
N -0.49 2.12 -2.34 -0.116
C 0.53 3.10 -2.97 -0.325
C -0.12 3.58 -4.08 -0.063
N -1.38 2.96 -4.12 0.205
H -3.79 -1.06 -0.32 0.104
H -5.74 -0.96 -1.83 0.095
H -5.70 0.51 -3.81 0.085
H -3.77 1.87 -4.31 0.092
H 1.53 3.38 -2.64 -0.251
H 0.25 4.30 -4.80 0.125
H -2.10 3.11 -4.84 0.163
C -1.15 -5.58 1.55 -0.107
C -0.86 -4.33 0.69 -0.590
C -2.21 -3.69 0.27 -0.116
C -0.15 -4.78 -0.61 -0.107
Si 0.29 -2.98 1.72 0.630
Br 0.18 -1.04 0.61 0.841
C -0.44 -2.63 3.61 -0.594
C -1.98 -2.48 3.58 -0.113
C 0.13 -1.31 4.18 -0.114
C -0.08 -3.78 4.57 -0.107
C 2.28 -3.54 1.76 -0.590
C 2.43 -5.01 2.18 -0.106
C 3.06 -2.66 2.76 -0.106
C 2.92 -3.34 0.37 -0.106
H -1.70 -6.33 0.97 0.082
H -1.77 -5.34 2.42 0.059
H -0.24 -6.06 1.91 0.062
H -2.83 -4.42 -0.26 0.085
H -2.06 -2.84 -0.40 0.057
H -2.79 -3.34 1.12 0.056
H -0.81 -5.41 -1.21 0.084
H 0.75 -5.37 -0.40 0.059
H 0.14 -3.92 -1.23 0.080
H -2.29 -1.71 2.86 0.077
H -2.36 -2.18 4.56 0.082
H -2.47 -3.42 3.32 0.058
H -0.16 -0.44 3.58 0.065
H 1.22 -1.31 4.25 0.057
H -0.24 -1.13 5.20 0.082
H -0.43 -4.75 4.20 0.062
H -0.54 -3.62 5.56 0.082
H 1.00 -3.85 4.74 0.059
H 1.96 -5.22 3.14 0.062
H 3.49 -5.28 2.27 0.082
H 2.00 -5.69 1.44 0.060
H 2.76 -2.84 3.79 0.060
H 2.94 -1.59 2.54 0.062
H 4.14 -2.87 2.70 0.084
H 2.43 -3.92 -0.41 0.060
H 3.97 -3.65 0.38 0.083
H 2.91 -2.29 0.06 0.066
C 0.14 5.72 -3.16 -0.414
S 1.50 6.15 -2.04 0.874
C 2.73 5.08 -2.65 -0.975
C 2.74 3.73 -2.51 -0.868
S 1.63 2.62 -1.76 1.031
S 4.14 2.92 -3.23 0.955
C 4.96 4.35 -3.82 -1.474
S 6.41 4.32 -4.63 0.459
S 4.08 5.83 -3.48 0.885
H -0.67 6.45 -3.03 0.054
H -0.26 4.73 -2.94 -0.014
H 0.47 5.76 -4.20 0.043
O 1.06 -1.48 -4.11 0.027
C 0.79 -0.78 -3.20 -0.451
N 0.51 -0.04 -2.23 -0.057
H 1.69 0.56 -0.57 -0.008
```

The calculation puts the total energy at -7603.39374 a.u. Its multiplicity is 2. Its charge is -1. Its expectation value of S² is 0.8528.



Record 2
Computed, not measured: the molecule C5H8O, with wB97M-V/def2-TZVPD.

Structure (XYZ):
```
14
Properties=species:S:1:pos:R:3:lowdin_charge:R:1
C -0.24 -0.14 -1.49 0.014
C 0.13 -0.83 -0.27 -0.303
C 1.33 -0.47 0.70 -0.279
O 0.97 0.58 1.51 -0.182
C -0.72 1.21 0.75 0.071
C -1.07 0.00 0.03 -0.187
H 0.08 0.87 -1.71 0.086
H -0.44 -0.73 -2.41 0.101
H -0.12 -1.89 -0.34 0.137
H 2.21 -0.28 0.06 0.116
H 1.49 -1.42 1.24 0.107
H -0.04 1.91 0.33 0.084
H -1.54 1.69 1.32 0.110
H -2.02 -0.48 0.29 0.125
```

The calculation puts the total energy at -270.40541 a.u.



For the records above, the corresponding max |F| values read 0.323, 0.036 hartree/bohr.